{"formula": "C39H41FKN14O3S", "method": "ωB97M-V/def2-TZVPD", "relative_energy_kj_mol": 42.55, "homo_ev": -9.3, "gap_ev": 6.088, "charge": 1, "species": ["K", "N", "C", "N", "C", "N", "N", "C", "N", "C", "C", "C", "C", "C", "N", "H", "H", "H", "H", "H", "H", "H", "H", "C", "C", "N", "C", "C", "C", "O", "O", "C", "O", "C", "C", "C", "F", "C", "C", "C", "N", "C", "C", "N", "C", "C", "H", "H", "H", "H", "H", "H", "H", "H", "H", "H", "H", "H", "H", "H", "H", "H", "H", "H", "N", "C", "C", "C", "C", "C", "C", "N", "C", "C", "C", "C", "N", "C", "C", "H", "H", "H", "H", "H", "H", "H", "H", "H", "S", "C", "N", "C", "C", "N", "H", "H", "H", "H", "H", "H"], "coordinates": [[-1.00981, -0.98947, -2.84295], [-3.55620, -3.13744, -4.07557], [-2.63999, -3.32746, -5.03094], [-2.88994, -4.27209, -5.94460], [-1.93880, -4.41144, -6.86398], [-2.11841, -5.37412, -7.79288], [-0.80172, -3.70128, -6.93606], [-0.66203, -2.80442, -5.96852], [-1.51544, -2.57008, -4.98460], [0.60900, -1.98897, -6.02230], [1.54800, -2.28160, -7.00254], [2.70787, -1.52824, -7.06263], [2.88396, -0.50700, -6.14742], [1.89154, -0.29449, -5.20205], [0.77848, -1.01564, -5.12353], [-4.42831, -3.62475, -4.18943], [-3.50404, -2.37038, -3.39522], [-3.01995, -5.81266, -7.84511], [-1.49868, -5.40984, -8.58088], [1.35535, -3.08506, -7.69606], [3.45756, -1.73705, -7.81465], [3.76673, 0.11697, -6.15279], [1.99824, 0.49333, -4.46620], [-4.62985, -1.29854, 4.37817], [-4.85762, -0.09117, 3.48706], [-3.85561, 0.01922, 2.42811], [-4.06458, -0.67045, 1.27256], [-3.25495, -0.66852, 0.18704], [-3.69845, -1.48305, -1.02232], [-4.44688, -2.44588, -0.80155], [-3.25199, -1.09194, -2.13280], [-2.02755, 0.09674, 0.24418], [-1.17642, 0.15038, -0.63647], [-1.79690, 0.82207, 1.51506], [-0.61334, 1.55283, 1.64929], [-0.33636, 2.18253, 2.82329], [0.78152, 2.93535, 2.95466], [-1.18097, 2.07276, 3.93788], [-2.35409, 1.35213, 3.81281], [-2.69024, 0.74867, 2.58674], [-0.80902, 2.69821, 5.14551], [0.52451, 2.58792, 5.67307], [0.53276, 1.73964, 6.93438], [-0.46456, 2.32597, 7.91643], [-1.85915, 2.41297, 7.33134], [-1.77313, 3.23859, 6.05671], [-5.40533, -1.36480, 5.14165], [-3.65837, -1.24099, 4.87277], [-4.65110, -2.21984, 3.79633], [-4.85168, 0.83396, 4.06431], [-5.83089, -0.12453, 2.99935], [-4.97089, -1.26354, 1.24063], [0.06365, 1.60747, 0.80590], [-2.98529, 1.22199, 4.68004], [0.94172, 3.58033, 5.89292], [1.19045, 2.12765, 4.94772], [1.49591, 1.72055, 7.44190], [0.19258, 0.72222, 6.74321], [-0.15717, 3.26760, 8.17446], [-0.47666, 1.77808, 8.77644], [-2.49951, 2.85077, 8.09540], [-2.15599, 1.38283, 7.13668], [-1.49824, 4.27031, 6.32506], [-2.75548, 3.29071, 5.59115], [4.45526, 4.28139, -0.15725], [5.65690, 4.69750, 0.38682], [6.12507, 5.94752, 0.78301], [7.40821, 5.98972, 1.28957], [8.19773, 4.83029, 1.39930], [7.72184, 3.59929, 1.00162], [6.42691, 3.53809, 0.48556], [5.71477, 2.44398, 0.01006], [4.56403, 2.92973, -0.35767], [3.46757, 2.12316, -0.92502], [3.64487, 0.75621, -1.09561], [2.60034, 0.00969, -1.61696], [1.41617, 0.52290, -1.94621], [1.25859, 1.83375, -1.78879], [2.24538, 2.67198, -1.29432], [3.66918, 4.86072, -0.38493], [5.52445, 6.84256, 0.69362], [7.81891, 6.93976, 1.60427], [9.19950, 4.91413, 1.79823], [8.32543, 2.70538, 1.07767], [4.58207, 0.29124, -0.82655], [2.71336, -1.05906, -1.76143], [0.28724, 2.23823, -2.05183], [2.03326, 3.72953, -1.20605], [0.68829, -3.25461, -1.41210], [-0.66025, -4.26668, -1.52939], [-1.68094, -4.33866, -0.65519], [-2.77875, -5.17142, -1.14390], [-2.18744, -5.79285, -2.43332], [-0.89813, -5.12490, -2.52986], [-1.82278, -3.57308, -0.01903], [-3.65730, -4.55625, -1.33830], [-3.02408, -5.94181, -0.41348], [-2.79762, -5.57262, -3.30848], [-2.06698, -6.87339, -2.34856], [-0.26930, -5.16540, -3.31167]], "lowdin_charge": [0.702, 0.196, -0.447, 0.169, -0.454, 0.157, 0.160, -0.285, 0.114, -0.200, -0.011, -0.054, -0.052, -0.132, 0.087, 0.115, 0.058, 0.101, 0.101, 0.103, 0.110, 0.105, 0.091, -0.062, -0.196, -0.041, 0.028, -0.018, -0.638, -0.009, -0.181, -0.297, -0.062, -0.037, 0.098, -0.195, 0.063, -0.148, 0.055, -0.122, -0.096, -0.135, -0.069, 0.057, -0.079, -0.142, 0.080, 0.070, 0.083, 0.108, 0.128, 0.146, 0.129, 0.096, 0.142, 0.138, 0.139, 0.143, 0.181, 0.182, 0.138, 0.135, 0.139, 0.139, 0.165, -0.195, -0.026, -0.094, -0.092, -0.015, -0.226, 0.182, -0.283, -0.137, 0.008, -0.123, 0.041, -0.151, -0.014, 0.146, 0.107, 0.100, 0.100, 0.112, 0.114, 0.090, 0.116, 0.103, 0.557, -0.893, 0.036, -0.120, -0.125, 0.027, 0.124, 0.090, 0.112, 0.090, 0.113, 0.133]}

---

{"formula": "C5H5Cl4NO", "method": "ωB97M-V/def2-TZVPD", "relative_energy_kj_mol": 66.41, "homo_ev": -8.8, "gap_ev": 8.709, "charge": 0, "species": ["C", "C", "C", "C", "C", "N", "O", "Cl", "Cl", "Cl", "Cl", "H", "H", "H", "H", "H"], "coordinates": [[1.66488, 0.78896, -0.10040], [0.00862, -1.17988, -0.25112], [1.40183, -0.58030, -0.68258], [-0.39079, 1.44431, 0.84086], [-1.02726, -0.12158, -0.24877], [0.84751, 1.62106, 0.34133], [-1.18723, 2.47655, 0.68494], [3.36443, 1.21198, -0.30096], [2.66657, -1.66346, 0.03710], [-2.60361, -0.68557, 0.11065], [-1.16471, 0.63033, -1.87384], [-0.31448, -1.85325, -1.06987], [-0.06234, -1.64502, 0.63403], [1.57180, -0.60139, -1.70755], [-0.49819, 0.98328, 1.74616], [-1.00539, 2.88773, -0.17910]], "nbo_charge": [0.341, -0.489, -0.245, 0.357, -0.146, -0.479, -0.648, 0.012, -0.043, 0.024, -0.087, 0.229, 0.238, 0.252, 0.191, 0.493]}

---

{"formula": "C16H20NO2W", "method": "ωB97M-V/def2-TZVPD", "homo_ev": [-0.5, -2.2], "gap_ev": [3.456, 5.083], "charge": -1, "multiplicity": 3, "species": ["W", "C", "C", "C", "H", "C", "C", "H", "H", "H", "H", "C", "C", "C", "H", "C", "C", "H", "H", "H", "H", "O", "C", "C", "C", "C", "C", "H", "H", "H", "H", "H", "H", "H", "H", "H", "H", "O", "C", "N"], "coordinates": [[-1.66597, -0.52415, 0.96582], [-3.55353, 0.88620, -0.20459], [-2.36575, 1.67558, -0.29056], [-1.36713, 0.91315, -0.98118], [-2.23059, 2.69162, 0.07616], [-1.94498, -0.36396, -1.32765], [-3.29606, -0.39063, -0.81462], [-4.01134, -1.20006, -0.95624], [-4.51410, 1.20331, 0.19194], [-0.39498, 1.27516, -1.31029], [-1.50027, -1.09889, -1.99332], [-0.66006, -1.40279, 2.67735], [-1.59724, -2.34903, 2.13658], [-1.19529, -2.64533, 0.79926], [-2.42037, -2.82700, 2.67998], [-0.00722, -1.89364, 0.51786], [0.30486, -1.09952, 1.66407], [1.19156, -0.46582, 1.79438], [-0.61440, -1.05728, 3.71718], [-1.64434, -3.40777, 0.15458], [0.61985, -1.99515, -0.37049], [0.48754, 2.73682, 1.27287], [3.33502, 0.14713, -1.92316], [3.42061, 1.49405, -1.75123], [2.17054, -0.36603, -2.75496], [3.86160, -0.71974, -0.79343], [1.40482, 2.71778, 0.45196], [2.69746, 2.15166, -2.27769], [3.99933, 1.86865, -0.88504], [2.43896, 2.43991, 0.70814], [1.23544, 2.85128, -0.64616], [2.37467, -0.90329, -3.69074], [1.54657, 0.51593, -3.01347], [1.59983, -1.05367, -2.10276], [4.80221, -1.26296, -0.93346], [3.07968, -1.45508, -0.54259], [4.02165, -0.03252, 0.06191], [-3.81954, 1.49346, 4.10938], [-3.18885, 1.01660, 3.23741], [-2.60020, 0.43600, 2.34679]], "nbo_charge": [0.775, -0.285, -0.288, -0.350, 0.228, -0.352, -0.353, 0.223, 0.219, 0.208, 0.220, -0.325, -0.340, -0.315, 0.227, -0.384, -0.346, 0.221, 0.228, 0.220, 0.201, -0.468, 0.032, -0.429, -0.646, -0.649, 0.262, 0.194, 0.187, 0.101, 0.105, 0.212, 0.215, 0.225, 0.212, 0.228, 0.210, -0.640, 0.778, -0.762]}

---

{"formula": "C5H11N", "method": "ωB97M-V/def2-TZVPD", "smiles": "CCN1C[C@H]1C", "relative_energy_kj_mol": 116.08, "homo_ev": -9.0, "gap_ev": 10.286, "charge": 0, "species": ["C", "C", "N", "C", "C", "C", "H", "H", "H", "H", "H", "H", "H", "H", "H", "H", "H"], "coordinates": [[-1.77584, 1.12132, -0.26372], [-1.48850, -0.36314, -0.08218], [-0.10056, -0.61629, -0.42147], [0.67668, -1.60578, 0.29165], [0.94144, -0.15671, 0.47631], [2.05417, 0.56765, -0.23616], [-2.85012, 1.32664, -0.33287], [-1.36104, 1.68175, 0.57820], [-1.29241, 1.46601, -1.18398], [-1.74196, -0.67383, 0.94749], [-2.12422, -0.93536, -0.76637], [0.21344, -2.11684, 1.13554], [1.35351, -2.20797, -0.31247], [0.60720, 0.24464, 1.43781], [3.06847, 0.42458, 0.15790], [1.82148, 1.63555, -0.23105], [2.02784, 0.22682, -1.27433]], "nbo_charge": [-0.615, -0.214, -0.413, -0.254, -0.086, -0.618, 0.212, 0.200, 0.216, 0.161, 0.195, 0.188, 0.199, 0.186, 0.209, 0.210, 0.224]}

---

{"formula": "C3H5NO2", "method": "ωB97M-V/def2-TZVPD", "smiles": "OC1(O)C=NC1", "relative_energy_kj_mol": 354.82, "homo_ev": -9.7, "gap_ev": 10.274, "charge": 0, "species": ["O", "C", "O", "C", "N", "C", "H", "H", "H", "H", "H"], "coordinates": [[1.29694, -1.34977, 0.21627], [0.40366, -0.02260, 0.11839], [1.06224, 1.11400, -0.11060], [-0.80083, 0.23970, 1.14458], [-1.73270, 0.11996, 0.29735], [-0.76261, -0.06769, -0.89918], [1.19621, -1.70261, -0.66213], [1.67071, 1.47413, 0.66741], [-0.71927, 0.44346, 2.15414], [-0.78073, 0.76608, -1.46709], [-0.83363, -1.01466, -1.45915]], "nbo_charge": [-0.744, 0.458, -0.702, 0.061, -0.345, -0.270, 0.462, 0.493, 0.186, 0.206, 0.194]}

---

{"formula": "C2H3N2O2", "method": "ωB97M-V/def2-TZVPD", "relative_energy_kj_mol": 469.67, "homo_ev": -15.0, "gap_ev": 7.699, "charge": 1, "species": ["C", "C", "N", "N", "O", "O", "H", "H", "H"], "coordinates": [[-0.59926, -0.45211, 0.52420], [-0.16441, -0.70450, -0.90264], [0.11896, 0.11621, 1.36846], [0.79751, 1.80660, -1.21082], [1.48934, 1.86022, -0.35888], [0.24646, 0.07722, -1.72038], [-1.45398, -1.09396, 0.87963], [-0.31603, -1.78449, -1.00577], [-0.11861, 0.17481, 2.42619]], "nbo_charge": [-0.016, 0.463, -0.562, 0.640, 0.081, -0.423, 0.209, 0.196, 0.412]}

---

| no. | E (a.u.) |
| --- | --- |
| 1 | -3601.07999 |
| 2 | -2164.22141 |
| 3 | -893.86532 |
| 4 | -251.81832 |
| 5 | -322.43919 |
| 6 | -337.55930 |